{
  "formula": "C33H39AuClIN3OPSe",
  "method": "ωB97M-V/def2-TZVPD",
  "e_homo_ev": [-5.9, -5.9],
  "total_charge": 0,
  "max_force_ev_per_a": 0.5,
  "gap_ev": [5.4, 5.4],
  "lumo_energy_ev": [-0.6, -0.6],
  "relative_energy_kcal_mol": 36.2,
  "elements": ["Au", "I", "Se", "Cl", "P", "O", "N", "N", "N", "C", "C", "C", "C", "C", "C", "C", "C", "C", "C", "C", "C", "C", "C", "C", "C", "C", "C", "C", "C", "C", "C", "C", "C", "C", "C", "C", "C", "C", "C", "C", "C", "C", "H", "H", "H", "H", "H", "H", "H", "H", "H", "H", "H", "H", "H", "H", "H", "H", "H", "H", "H", "H", "H", "H", "H", "H", "H", "H", "H", "H", "H", "H", "H", "H", "H", "H", "H", "H", "H", "H", "H"],
  "coordinates": [[0.24539, -3.07783, 0.41274], [4.91886, -0.66027, 0.03569], [1.70241, 1.66415, 0.72545], [6.54629, -6.06580, 0.73730], [-1.93203, -3.77502, 0.71330], [2.14202, -2.19616, 0.21213], [1.55563, -4.78977, 0.73059], [-0.13545, 2.25267, -1.37431], [-0.83732, 2.97143, 0.57101], [-1.82403, 3.28673, -0.34841], [3.61245, 2.76993, -2.42676], [3.90052, -5.38378, 0.73114], [-3.06976, 3.87328, -0.19992], [2.86664, -4.42905, 0.60400], [0.18519, 2.32020, -0.04931], [0.64517, 1.59913, -2.41454], [-2.30472, -1.37137, -0.11540], [0.52188, 5.32320, 2.28731], [2.32000, 3.50380, -2.76677], [0.99537, 5.60109, 0.86309], [-3.58339, 0.33098, 1.18593], [-0.94319, 3.21441, 2.00163], [-3.40505, 3.54233, -2.58039], [-3.55902, -1.92743, 2.04042], [-2.15742, 2.95009, -2.72576], [4.45921, -2.66986, 0.27187], [1.23783, -6.04051, 0.97481], [-0.86680, 4.68978, 2.38306], [-2.83121, -2.35395, 0.91218], [-2.87271, 0.00457, 0.09194], [-3.93983, -0.62808, 2.20013], [3.12228, -3.03713, 0.34848], [5.49454, -3.61110, 0.38484], [5.23283, -4.93422, 0.60094], [-2.28257, -4.57045, -0.89187], [-3.85300, 3.99519, -1.33985], [1.26277, 2.59602, -3.39101], [2.20374, -7.04744, 1.10782], [3.52443, -6.71937, 0.98407], [-1.37676, 2.83343, -1.58766], [-2.37675, -5.02801, 1.94048], [-0.75507, -1.29425, -0.01091], [-3.82504, -2.65695, 2.80034], [-1.88717, 2.77606, 2.33549], [4.36732, 3.46340, -2.05368], [-1.94172, -3.92110, -1.69577], [3.45010, 2.01748, -1.65441], [4.29454, -7.47215, 1.08200], [-3.35674, -4.73600, -0.98184], [1.89205, -8.06302, 1.30497], [-4.83317, 4.44604, -1.26251], [-1.75487, -5.52253, -0.97853], [-2.03122, -4.74195, 2.93234], [0.49878, 6.26483, 2.84220], [1.24652, 4.68026, 2.79465], [1.91160, 3.97479, -1.86735], [-0.45269, -0.66006, 0.82754], [-3.42676, 4.20953, 0.76383], [-2.52640, -1.70021, -1.14163], [6.52080, -3.27870, 0.30941], [-2.66077, 0.74777, -0.66753], [0.18448, -6.26824, 1.07231], [1.22270, 4.67915, 0.32894], [-4.04444, 3.64895, -3.44632], [-0.13179, 2.65366, 2.46461], [-1.22479, 4.76283, 3.41349], [-0.02638, 0.91426, -2.93996], [-3.93099, 1.35422, 1.29368], [2.53544, 4.31580, -3.46584], [1.40763, 1.00529, -1.91019], [-0.28578, -0.88806, -0.91477], [1.71434, 2.02452, -4.20797], [-1.81957, 2.58491, -3.68589], [-3.46428, -5.09867, 1.93337], [-1.95570, -6.00120, 1.69145], [-4.51968, -0.32098, 3.05878], [4.02113, 2.27530, -3.31180], [1.90708, 6.20011, 0.87017], [-1.56856, 5.26797, 1.77340], [0.23799, 6.15214, 0.29908], [0.46665, 3.19896, -3.83558]],
  "atomic_forces_ev_per_a": [[0.06, -0.04, 0.12], [-0.02, -0.01, -0.07], [-0.03, 0.01, 0.07], [0.00, 0.00, 0.00], [-0.41, 0.19, -0.24], [0.10, -0.03, -0.05], [0.06, -0.01, 0.02], [-0.04, -0.04, -0.01], [-0.01, -0.03, 0.00], [0.01, 0.01, 0.01], [0.01, 0.00, -0.02], [0.00, 0.01, -0.02], [-0.01, -0.01, 0.00], [-0.03, -0.04, 0.01], [0.03, 0.01, -0.03], [0.00, 0.01, 0.00], [0.20, 0.03, 0.08], [0.00, 0.00, -0.02], [0.01, 0.00, -0.01], [0.00, 0.00, 0.00], [-0.03, -0.04, 0.07], [0.01, 0.00, 0.00], [0.00, 0.00, 0.00], [0.08, -0.05, 0.02], [-0.01, 0.00, 0.00], [0.05, -0.01, 0.04], [0.02, 0.00, 0.00], [0.00, 0.00, -0.01], [-0.16, 0.05, -0.14], [0.03, -0.02, 0.00], [0.04, 0.07, 0.00], [-0.03, 0.05, -0.05], [0.00, 0.03, 0.04], [-0.01, -0.01, 0.01], [0.03, -0.14, 0.08], [0.00, 0.00, 0.00], [0.02, -0.01, 0.01], [-0.01, -0.01, -0.01], [0.02, 0.00, 0.01], [0.02, 0.01, 0.00], [0.26, -0.04, 0.08], [-0.05, 0.14, -0.08], [-0.02, 0.00, -0.01], [-0.01, 0.01, -0.02], [0.00, 0.00, 0.01], [-0.06, 0.03, -0.01], [0.00, 0.00, -0.01], [0.00, 0.00, 0.00], [0.01, -0.02, -0.01], [0.00, 0.00, 0.00], [0.00, 0.00, 0.00], [0.03, 0.02, 0.01], [-0.05, 0.04, 0.00], [0.00, 0.00, 0.00], [0.00, 0.00, 0.00], [0.01, -0.01, 0.01], [-0.02, -0.07, 0.07], [0.00, 0.00, 0.00], [-0.03, -0.01, 0.01], [0.00, 0.00, -0.01], [-0.03, 0.01, -0.02], [0.01, 0.00, -0.01], [0.00, 0.00, 0.00], [0.00, 0.00, 0.00], [-0.02, -0.01, 0.02], [0.02, -0.01, 0.01], [0.02, 0.00, -0.01], [0.00, 0.00, -0.01], [-0.01, 0.00, 0.00], [-0.01, 0.01, 0.02], [0.05, -0.02, 0.03], [-0.02, -0.01, 0.00], [0.00, 0.00, 0.00], [0.00, -0.04, 0.05], [-0.03, 0.01, -0.03], [-0.02, -0.01, -0.01], [0.00, 0.01, 0.00], [0.00, 0.00, 0.00], [-0.01, 0.00, 0.01], [0.00, 0.00, 0.00], [0.01, 0.02, 0.01]]
}